Entry 1:
Molecular formula: C4H6N2S2
Method: DFT, ωB97M-V/def2-TZVPD

Last column: natural (NBO) charge in e.
Geometry (Å):
C (0.0895, -1.2789, -1.1439)  -0.36
H (0.4673, -2.0910, -1.7567)  0.24
S (-0.3079, 1.3147, -2.1460)  0.12
H (0.2927, 1.6005, 2.7169)  0.16
C (0.8237, -1.0379, -0.0040)  0.04
H (1.5109, -1.8378, 0.1880)  0.21
C (-0.5812, 1.3383, 2.0021)  -0.10
H (1.3862, -0.2274, 1.7671)  0.39
H (0.3182, 1.3420, -0.7854)  0.14
S (-1.8299, -0.9376, -3.1122)  -0.01
C (-0.7546, -0.3457, -2.0099)  -0.32
H (-1.6226, 1.6814, 2.2938)  0.20
N (0.7192, -0.0601, 0.9312)  -0.46
N (-0.5116, 0.5395, 1.0590)  -0.22

Calculated values
electronic energy = -1061.78132 a.u.
net charge = 0
energy relative to the best compared isomer or geometry (same formula, charge and spin) = 84.6 kcal per mole
E_LUMO = -0.176 eV
gap between HOMO and LUMO = 8.052 eV
structure (SMILES) = C=NN/C=C\C(=S)S

Entry 2:
Molecular formula: C42H32N2O6PRuS
Method: DFT, ωB97M-V/def2-TZVPD

Last column: natural (NBO) charge in e.
Geometry (Å):
H (-4.4808, 4.5953, 1.0225)  0.25
O (-4.1938, 2.3892, -0.0405)  -0.93
C (-3.5902, -0.9245, -2.2884)  -0.17
C (-1.6338, -1.8223, -1.2608)  0.07
H (4.9051, -3.9646, -2.1423)  0.23
C (5.1188, 1.4324, 1.3355)  -0.15
H (3.8225, 5.8542, 2.5880)  0.24
H (-2.8992, -2.9676, -2.5370)  0.24
H (-0.4544, -1.8416, 2.1216)  0.23
H (-2.3872, 8.0812, 3.4476)  0.22
O (-2.5765, 3.2106, -1.7067)  -0.90
N (-1.3879, -0.6690, -0.6510)  -0.47
H (7.0897, 2.1669, 0.9566)  0.23
C (2.8180, 5.9455, -0.6720)  0.29
C (3.7733, -2.1691, -1.8627)  -0.16
H (1.8532, -5.3525, 1.2882)  0.22
C (2.6915, 4.3273, 1.5457)  -0.17
H (-0.6652, 7.6574, 3.4527)  0.23
C (6.1662, 1.8249, 0.5170)  -0.19
N (-1.8465, 1.4526, -0.0961)  -0.59
H (-0.9995, -0.3028, -4.6572)  0.22
H (3.6640, -5.2476, -0.4575)  0.22
C (-2.7284, -2.0068, -2.0796)  -0.16
C (0.3407, -2.3242, 1.5541)  -0.22
H (0.4108, -1.0556, -2.7503)  0.20
C (2.0498, -2.2701, -0.1531)  -0.10
H (-1.3603, 8.5280, 2.0926)  0.23
H (6.8725, 2.0405, -1.4927)  0.23
C (0.6472, -3.6680, 1.8073)  -0.22
H (-0.4284, 1.7805, -5.8392)  0.23
C (0.6372, -0.1374, -3.2855)  -0.13
C (-2.2130, 0.4002, -0.8182)  0.32
H (4.5538, 8.3128, -1.4143)  0.18
O (1.1707, 1.9847, 1.3423)  -0.71
C (6.0416, 1.7622, -0.8627)  -0.20
C (-0.8410, 5.6719, 1.6580)  -0.16
H (1.7532, 4.4134, -1.7381)  0.25
C (1.7311, 0.6329, -2.8720)  -0.40
C (-0.1383, 0.2727, -4.3503)  -0.22
H (-4.4530, -1.0383, -2.9257)  0.25
S (-2.8523, 2.7989, -0.3552)  2.24
C (2.1023, 3.9354, 0.3443)  -0.13
H (5.2203, 1.4616, 2.4091)  0.22
C (-3.1893, 6.0700, 1.9204)  -0.22
C (1.0188, -1.6169, 0.5785)  -0.17
C (-3.4675, 4.9075, 1.2215)  -0.17
C (-3.3347, 0.2779, -1.6831)  -0.15
C (1.3313, 2.6671, 0.2978)  0.76
H (0.1836, 5.9596, 1.8370)  0.21
P (2.2806, 0.1921, -1.2122)  1.19
C (3.3811, 6.3522, 0.5522)  0.26
C (3.4110, -4.2159, -0.6447)  -0.18
C (1.6346, -4.3115, 1.1010)  -0.16
O (0.8755, 2.2664, -0.8115)  -0.71
H (0.0976, -4.1962, 2.5692)  0.23
H (4.7690, 1.2513, -2.5148)  0.22
C (0.1892, 1.4426, -5.0223)  -0.18
H (1.5642, 3.0707, -5.1981)  0.23
H (-4.0011, 6.6812, 2.2867)  0.23
H (3.1136, 0.6586, 1.3966)  0.24
Ru (0.3338, 0.2213, 0.1586)  1.01
C (2.3721, -3.6276, 0.1089)  0.01
C (4.0969, -3.5042, -1.5961)  -0.20
H (2.6158, 3.6607, 2.3910)  0.24
H (-0.9186, -2.6206, -1.0912)  0.23
C (3.6283, 7.9940, -0.9146)  0.23
C (-2.4217, 4.1404, 0.7391)  -0.26
C (2.1832, 4.7358, -0.8045)  -0.27
C (-1.1153, 4.5246, 0.9400)  -0.20
C (2.7554, -1.5711, -1.1582)  -0.35
C (2.0615, 1.7976, -3.5562)  -0.17
H (-0.3286, 3.9339, 0.5175)  0.22
C (1.2991, 2.1818, -4.6467)  -0.20
O (3.0318, 6.9149, -1.6027)  -0.48
C (4.8634, 1.3210, -1.4404)  -0.19
C (-1.8739, 6.4681, 2.1414)  0.02
H (-3.9741, 1.1279, -1.8234)  0.27
C (-1.5548, 7.7531, 2.8342)  -0.64
H (2.9212, 8.8408, -0.8741)  0.16
O (3.9264, 7.5800, 0.4044)  -0.46
C (3.8100, 0.9441, -0.6167)  -0.40
C (3.3513, 5.5432, 1.6695)  -0.28
H (2.8909, 2.4072, -3.2310)  0.22
H (4.3194, -1.6181, -2.6134)  0.22
C (3.9423, 0.9814, 0.7720)  -0.20

Calculated values
2S+1 = 5
electronic energy = -3014.78069 a.u.
net charge = +1
E_LUMO (spin up / spin down) = -2.673 / -5.820 eV
gap between HOMO and LUMO (spin up / spin down) = 7.474 / 4.487 eV

Entry 3:
Molecular formula: C2H5NO
Method: DFT, ωB97M-V/def2-TZVPD

Last column: natural (NBO) charge in e.
Geometry (Å):
O (-0.1071, 0.0195, 0.4741)  -0.47
H (1.1018, 2.0046, -0.1136)  0.17
H (-1.2561, -1.2249, 1.7962)  0.21
H (0.9192, 2.0609, -1.9617)  0.21
C (0.5846, 1.5229, -1.0508)  -0.14
N (-0.1030, 0.5032, -0.9112)  -0.11
H (0.5024, -1.8694, 0.9462)  0.20
C (-0.5736, -1.2874, 0.9181)  -0.28
H (-1.0683, -1.7293, -0.0974)  0.20

Calculated values
electronic energy = -209.05879 a.u.
net charge = 0
energy relative to the best compared isomer or geometry (same formula, charge and spin) = 102.6 kcal per mole
E_LUMO = 1.183 eV
gap between HOMO and LUMO = 10.884 eV
structure (SMILES) = C=NOC

Entry 4:
Molecular formula: C38H29F3MoN11OS
Method: DFT, ωB97M-V/def2-TZVPD

Last column: Löwdin spin population.
Geometry (Å):
C (1.4722, -0.9809, 2.2680)  0.02
H (6.9498, 1.7318, -0.8386)  0.00
H (2.8853, -0.7060, 3.8496)  0.00
C (-1.8050, 1.6276, -1.2455)  0.01
C (6.2847, 2.2047, 1.1417)  0.00
C (-2.9426, 3.4372, 3.1715)  0.00
H (2.2184, -1.0041, 1.4833)  0.00
C (-1.7728, -3.9051, -2.9219)  0.01
C (-0.4885, -0.9127, 4.2667)  0.00
N (1.2892, 2.5223, 3.9292)  0.00
N (3.5299, -0.9352, -1.7083)  0.00
H (1.8965, -4.2811, -4.0232)  0.00
H (2.0546, -2.3882, -1.4437)  0.00
N (-5.0422, -2.7733, -2.2534)  0.01
C (-0.6816, 3.0190, 2.4895)  0.00
H (-2.0568, 1.1203, -0.3302)  0.00
C (1.8435, -0.8177, 3.5809)  0.00
C (-3.3002, 3.6774, 1.8473)  0.00
F (2.0783, 0.4273, 6.1679)  0.00
C (-0.8758, -1.0764, 2.9538)  0.02
H (-0.2617, 3.2724, 0.4118)  0.00
C (2.7469, 2.3110, 2.3640)  0.00
N (3.4309, 0.3149, -2.2151)  0.00
C (0.7106, 2.6851, 2.7992)  0.00
H (-6.1444, -1.1183, -2.9175)  0.00
H (-1.7249, -6.0102, -2.4727)  0.00
N (-2.0487, 2.8947, -1.4889)  0.00
C (6.0922, 1.8454, -0.1874)  0.00
C (0.8783, -4.1878, -3.6741)  0.03
F (0.2737, -0.5621, 6.8449)  0.00
H (0.5670, -2.1935, -4.3955)  0.01
H (-6.2415, -4.5601, -2.2002)  0.00
N (-1.1457, 1.0991, -2.2913)  0.00
C (-6.0880, -1.7626, -2.0432)  0.00
N (1.4291, -0.5142, -2.3388)  0.02
C (2.3241, -1.4038, -1.7898)  0.01
N (-1.5719, 3.2470, -2.7043)  0.00
H (-3.6879, 3.5151, 3.9508)  0.00
C (-1.0307, 3.2886, 1.1742)  0.00
C (0.1678, -5.2876, -3.1657)  0.00
C (3.7259, 1.7706, 0.1785)  0.00
H (-7.0301, -2.2836, -1.9068)  0.00
C (-5.2567, -4.1390, -2.3055)  0.00
N (2.6449, 2.2732, 3.6404)  0.00
C (-1.0483, 2.1525, -3.1709)  0.01
F (2.0343, -1.7300, 6.3535)  0.00
H (0.6617, -6.2452, -3.0633)  0.00
C (2.1915, 0.5650, -2.5867)  0.01
C (-3.7478, -2.5078, -2.4231)  0.01
H (-3.8254, -5.7675, -2.6492)  0.00
H (4.4566, 2.0272, -2.8016)  0.00
H (-3.7879, 3.7752, -0.7539)  0.00
N (-3.1158, -3.7101, -2.5905)  0.01
C (-2.7149, 3.8723, -0.5934)  0.00
H (1.8689, 1.5065, -3.0007)  0.00
H (-4.3245, 3.9348, 1.6076)  0.00
H (2.7122, 1.6082, -0.1689)  0.00
H (-1.9212, -1.1777, 2.6963)  0.00
H (5.4499, 0.6030, -2.4661)  0.00
C (3.9188, 2.1321, 1.5054)  0.00
C (-0.2656, -1.2469, 0.6034)  0.15
S (-3.1167, -0.9136, -2.3544)  0.03
C (1.3151, -0.6517, 6.0159)  0.00
H (-0.5842, 2.0967, -4.1432)  0.00
C (-1.6411, 3.0971, 3.4970)  0.00
C (5.2040, 2.3419, 1.9972)  0.00
C (-1.1653, -5.1604, -2.8328)  0.01
H (-1.2253, -0.8847, 5.0565)  0.00
H (7.2860, 2.3753, 1.5117)  0.00
C (0.8621, -0.7898, 4.5724)  0.02
O (1.5600, 2.5535, 1.7418)  0.00
H (-5.8517, -1.1849, -1.1528)  0.00
Mo (-0.6870, -0.9887, -2.4459)  1.56
H (5.3447, 2.6219, 3.0325)  0.00
C (0.1024, -1.1148, 1.9417)  0.03
N (-1.0827, -2.8428, -3.3437)  0.01
H (-2.4007, 4.8507, -0.9545)  0.00
C (0.1977, -3.0057, -3.7714)  0.01
C (4.8101, 1.6173, -0.6710)  0.00
C (4.6099, 1.1971, -2.1111)  0.00
H (-1.3585, 2.9087, 4.5243)  0.00
C (-2.3437, 3.6000, 0.8440)  0.00
C (-0.6010, -1.2636, -0.5933)  -0.02
C (-4.0729, -4.7322, -2.5102)  0.01

Calculated values
2S+1 = 3
electronic energy = -2908.08155 a.u.
net charge = +3
E_LUMO (spin up / spin down) = -10.679 / -10.338 eV
gap between HOMO and LUMO (spin up / spin down) = 4.458 / 4.799 eV

Entry 5:
Molecular formula: C3H5NO3
Method: DFT, ωB97M-V/def2-TZVPD

Last column: natural (NBO) charge in e.
Geometry (Å):
O (-0.5555, 1.6810, 0.9903)  -0.72
N (0.0378, 0.3433, -0.7510)  -0.66
H (-0.6454, -0.6048, 0.9781)  0.24
C (-0.2588, 1.6086, -0.3557)  0.89
C (0.7962, -1.8386, 0.2437)  0.44
O (-0.2603, 2.6037, -1.0125)  -0.61
O (1.8257, -1.8399, -0.3688)  -0.51
H (0.5565, -2.5950, 1.0152)  0.12
H (0.9034, 0.2967, -1.2780)  0.42
H (-1.1505, -1.3750, -0.5174)  0.22
H (-0.9290, 2.5717, 1.0924)  0.50
C (-0.3203, -0.8515, -0.0364)  -0.33

Calculated values
electronic energy = -397.79772 a.u.
net charge = 0
energy relative to the best compared isomer or geometry (same formula, charge and spin) = 24.5 kcal per mole
E_LUMO = 0.621 eV
gap between HOMO and LUMO = 10.782 eV
structure (SMILES) = O=CCNC(=O)O

Number 1: M 146.24 g mol⁻¹. Number 2: M 824.84 g mol⁻¹. Number 3: M 59.07 g mol⁻¹. Number 4: M 840.73 g mol⁻¹. Number 5: M 103.08 g mol⁻¹.